No. 1
A cluster of 9 separate species, C45H112N6O17 in total in a non-equilibrium geometry. Source: the Open Molecules 2025 dataset; level of theory: ωB97M-V/def2-TZVPD.

Calculated values
- SMILES string = CC1(C)CCCC(C)(C)N1O.COCCNCCOC.COCCNCCOC.COCCNCCOC.COCCNCCOC.COCCNCCOC.OCCO.OCCO.OCCO
- E_tot (eV) = -92214.239
- HOMO level (eV) = -7.983
- frontier orbital gap (eV) = 8.38
- net charge = 0

CARTESIAN COORDINATES (ANGSTROEM)
C: 5.076536 -4.103458 2.073757
O: 6.405694 -4.529038 2.405211
C: 7.403812 -3.543028 2.200941
C: 8.741057 -4.013810 2.846777
N: 9.242368 -5.183688 2.075868
C: 10.120501 -6.066580 2.945393
C: 10.731357 -7.152672 2.031981
O: 11.617326 -7.995271 2.811972
C: 12.946339 -7.609270 2.758294
H: 5.145368 -3.642700 1.088332
H: 4.759483 -3.282223 2.716517
H: 4.289988 -4.856440 2.123442
H: 7.154390 -2.602050 2.691284
H: 7.489632 -3.334513 1.134511
H: 8.679003 -4.227748 3.913766
H: 9.594392 -3.346189 2.727559
H: 8.423598 -5.746533 1.894395
H: 9.477675 -6.610856 3.637232
H: 10.920044 -5.525921 3.451881
H: 11.331224 -6.700298 1.242300
H: 9.977049 -7.769346 1.543277
H: 13.542800 -8.351219 3.289201
H: 13.114046 -6.621364 3.187259
H: 13.232575 -7.535550 1.709136
C: -2.111004 -2.520756 2.270718
O: -2.197894 -1.428908 1.355601
C: -2.665587 -1.856386 0.064987
C: -2.873765 -0.573454 -0.729478
N: -1.617280 0.099788 -1.263136
C: -1.833890 1.299550 -2.052903
C: -0.506812 2.119575 -2.114459
O: 0.556940 1.333399 -2.525482
C: 1.880091 1.988768 -2.508975
H: -1.162685 -3.046918 2.161487
H: -2.965561 -3.149086 2.019623
H: -2.152309 -2.165389 3.300326
H: -3.585729 -2.440678 0.071569
H: -1.941167 -2.518570 -0.409184
H: -3.541960 0.086212 -0.175900
H: -3.504905 -0.747023 -1.601050
H: -0.809493 0.207328 -0.666466
H: -2.525036 1.851337 -1.415756
H: -2.326155 1.155232 -3.014638
H: -0.311963 2.407863 -1.081486
H: -0.512451 3.027218 -2.717993
H: 2.336217 2.139223 -1.530503
H: 1.918179 2.895776 -3.112294
H: 2.707552 1.392983 -2.894273
C: -0.479279 12.279347 -10.462221
O: -0.598407 10.879503 -10.597482
C: 0.601937 10.152272 -10.534428
C: 0.430369 8.827377 -9.720267
N: -0.224629 8.987729 -8.397852
C: -0.544046 7.665961 -7.847058
C: -1.874582 7.032655 -8.377427
O: -2.854931 8.058777 -8.639055
C: -4.037315 7.489030 -9.280277
H: -1.499524 12.596440 -10.678232
H: 0.183674 12.793363 -11.158189
H: -0.204112 12.607835 -9.459986
H: 1.374586 10.708055 -10.003178
H: 0.822320 9.954592 -11.583454
H: 1.277185 8.141491 -9.696770
H: -0.239752 8.305656 -10.403532
H: -1.190195 9.188782 -8.615470
H: -0.697189 7.782793 -6.774220
H: 0.322101 7.005072 -7.813468
H: -2.201290 6.248824 -7.694083
H: -1.625425 6.685726 -9.380266
H: -3.820451 6.866049 -10.148002
H: -4.626668 8.342621 -9.615154
H: -4.728492 6.984965 -8.604773
C: -4.382426 -6.565300 -2.129328
O: -5.250494 -5.472922 -2.285391
C: -6.019300 -5.538889 -3.429344
C: -7.077460 -4.396687 -3.361310
N: -7.796409 -4.460867 -2.139623
C: -8.779772 -3.345211 -2.225277
C: -8.843881 -2.593920 -0.928467
O: -7.567203 -2.015455 -0.578600
C: -7.611064 -1.587862 0.771916
H: -4.883144 -7.501389 -1.882106
H: -3.702855 -6.311179 -1.315864
H: -3.784125 -6.578871 -3.040344
H: -6.587956 -6.468796 -3.432901
H: -5.537437 -5.506577 -4.406512
H: -7.774900 -4.459978 -4.196584
H: -6.408558 -3.540463 -3.448197
H: -7.085803 -4.177092 -1.480377
H: -9.797702 -3.717567 -2.340469
H: -8.617116 -2.626744 -3.028677
H: -9.256582 -3.300733 -0.208607
H: -9.634379 -1.845682 -0.870539
H: -7.113901 -2.313187 1.416006
H: -8.577376 -1.453172 1.257918
H: -7.095760 -0.649382 0.976393
C: -0.974164 2.786734 3.685787
O: -1.171755 4.145842 3.556749
C: 0.030115 4.995368 3.721383
C: -0.285501 6.405074 3.098240
N: -0.484416 6.399502 1.605859
C: -0.957987 7.618996 1.044527
C: -1.547454 7.468715 -0.344940
O: -2.611466 6.504387 -0.247830
C: -3.562508 6.577850 -1.311646
H: -0.184145 2.530354 2.979929
H: -1.944963 2.320467 3.517735
H: -0.665552 2.508920 4.693599
H: 0.793077 4.638392 3.029597
H: 0.340575 5.072986 4.763343
H: 0.548207 7.070032 3.323733
H: -1.130913 6.867445 3.607744
H: -1.245919 5.738058 1.553934
H: -0.177454 8.371150 1.159124
H: -1.745264 7.903326 1.742705
H: -0.711631 7.117056 -0.949789
H: -1.862608 8.471564 -0.633151
H: -4.096137 7.527777 -1.280199
H: -4.229996 5.719810 -1.232058
H: -2.999814 6.464324 -2.238250
C: -0.531494 -6.642964 9.482138
C: 0.764166 -6.110158 10.135220
C: 1.728080 -7.273827 10.498735
C: 2.523802 -7.912222 9.327664
C: 3.200240 -6.809072 8.653274
C: 2.403705 -5.643308 8.199560
N: 1.487842 -5.142511 9.299445
O: 0.826047 -3.990053 9.033201
C: 3.508160 -4.529153 7.953347
C: 1.585553 -5.917419 6.915959
C: 0.478213 -5.494149 11.537415
H: -0.945824 -7.524798 9.970818
H: -0.245963 -7.008124 8.495618
H: -1.241588 -5.840749 9.281365
H: 2.236141 -7.106568 11.448473
H: 1.075093 -8.087460 10.814523
H: 1.933102 -8.459316 8.592910
H: 3.256242 -8.664430 9.620642
H: 3.729372 -7.189994 7.779759
H: 4.058098 -6.595487 9.290900
H: 3.894192 -4.142791 8.896634
H: 4.284779 -5.039467 7.383647
H: 3.230785 -3.713375 7.285770
H: 0.838120 -5.133128 6.796268
H: 2.254406 -5.957571 6.056239
H: 1.155045 -6.914339 7.010419
H: -0.011910 -4.523537 11.461312
H: 1.374233 -5.282155 12.120776
H: -0.208850 -6.116331 12.110934
H: 1.405344 -3.326129 9.414280
C: 1.171621 -2.935649 -4.543907
C: -0.179434 -3.546282 -3.991915
O: -1.136778 -2.608222 -4.328105
O: 1.791912 -2.028355 -3.593541
H: 0.861458 -2.497846 -5.492715
H: 1.899442 -3.720241 -4.750768
H: -0.141550 -3.740622 -2.920050
H: -0.462333 -4.456489 -4.520667
H: -1.206213 -1.989020 -3.597777
H: 1.283119 -1.215882 -3.644694
C: -6.963947 1.530636 -4.497254
C: -8.353580 1.522119 -5.243256
O: -8.209566 1.080367 -6.553412
O: -6.224243 2.574660 -5.102544
H: -6.518427 0.555104 -4.692074
H: -7.097038 1.721930 -3.432455
H: -8.763851 2.531361 -5.208484
H: -8.962994 0.892520 -4.594947
H: -8.983620 0.594425 -6.847195
H: -6.392075 2.469742 -6.041921
C: 5.238691 6.133224 1.053568
C: 6.643220 6.406408 0.497965
O: 7.618500 6.360162 1.538360
O: 4.352828 6.484193 -0.012077
H: 4.962624 6.831701 1.843512
H: 5.111255 5.111538 1.411354
H: 6.665059 7.399691 0.049633
H: 6.904153 5.680905 -0.272529
H: 8.379948 6.849182 1.217978
H: 3.494491 6.510886 0.417054

Cartesian forces (eV/Å) of the 6 atoms listed first:
1.011 1.276 -0.263
-0.553 -0.636 0.502
0.645 0.202 0.994
0.398 -0.856 -1.673
0.502 -0.603 1.437
-1.031 -0.528 -1.989

***

No. 2
A cluster of 10 separate species, C45H115N5O15 in total in a non-equilibrium geometry. Source: the Open Molecules 2025 dataset; level of theory: ωB97M-V/def2-TZVPD.

Calculated values
- relative energy (zero: lowest compared OMol25 entry of this formula, charge and spin) (kcal per mole) = 112.11
- SMILES string = COCCNCCOC.COCCNCCOC.COCCNCCOC.COCCNCCOC.COCCNCCOC.CC(C)O.CC(C)O.CC(C)O.CC(C)O.CC(C)O
- E_tot (eV) = -86683.043
- HOMO level (eV) = -8.176
- frontier orbital gap (eV) = 8.62
- net charge = 0

CARTESIAN COORDINATES (ANGSTROEM)
C: 0.905582 -5.671210 2.264943
O: 1.467732 -4.776170 3.207063
C: 0.874692 -3.500160 3.272033
C: -0.309988 -3.499890 4.332893
N: -1.625558 -4.007350 3.872063
C: -2.237178 -3.253030 2.796653
C: -3.099648 -4.167610 1.990063
O: -2.244438 -5.039570 1.297633
C: -2.915948 -5.969940 0.448013
H: 1.507962 -6.578740 2.224833
H: 0.868032 -5.249280 1.260613
H: -0.037248 -6.028980 2.678683
H: 0.610592 -3.138770 2.278173
H: 1.600162 -2.793100 3.674333
H: -0.443968 -2.514440 4.779013
H: -0.131728 -4.154450 5.186053
H: -1.422068 -4.889730 3.424753
H: -1.478778 -2.721280 2.222043
H: -2.893518 -2.468410 3.173073
H: -3.676308 -3.652720 1.221663
H: -3.827308 -4.680990 2.618593
H: -2.120318 -6.568670 0.004613
H: -3.487598 -5.429330 -0.306347
H: -3.506668 -6.687710 1.017193
C: 9.196072 -4.022340 -4.503397
O: 7.911232 -4.032790 -3.898317
C: 7.412162 -5.373980 -3.535107
C: 5.916502 -5.321130 -3.094067
N: 5.667042 -4.553780 -1.892727
C: 4.221722 -4.578980 -1.604227
C: 4.081602 -4.280230 -0.061227
O: 4.743672 -5.287020 0.681813
C: 4.628822 -5.074120 2.072913
H: 8.984012 -4.686880 -5.340957
H: 9.932582 -4.401200 -3.794787
H: 9.455512 -3.071650 -4.969217
H: 7.972182 -5.790440 -2.697837
H: 7.457572 -6.162420 -4.286377
H: 5.508182 -6.318180 -2.928917
H: 5.499152 -4.845070 -3.981357
H: 6.203592 -4.986710 -1.154637
H: 3.782412 -5.573050 -1.687497
H: 3.646282 -3.857070 -2.183717
H: 3.047122 -4.238050 0.279633
H: 4.477412 -3.289070 0.160183
H: 5.062732 -5.890310 2.650543
H: 3.588922 -5.213780 2.368213
H: 5.010412 -4.136830 2.477853
C: -2.249388 3.637960 -1.729127
O: -1.333398 3.536990 -2.861107
C: -0.000388 3.895290 -2.607157
C: 0.955272 3.605770 -3.821997
N: 0.841962 2.219420 -4.243997
C: 1.160022 2.070660 -5.693777
C: 0.155022 2.689950 -6.669797
O: -1.069528 1.888190 -6.774237
C: -1.972578 1.907990 -5.582147
H: -2.503698 4.589430 -1.262087
H: -1.972908 2.981520 -0.904057
H: -3.213598 3.336280 -2.138287
H: 0.404682 3.236890 -1.838707
H: -0.053968 4.970860 -2.438667
H: 1.936512 3.899230 -3.448977
H: 0.818642 4.334690 -4.620817
H: -0.086928 1.884680 -4.031387
H: 1.232092 1.020800 -5.977857
H: 2.200162 2.306140 -5.919047
H: 0.589842 2.819790 -7.660837
H: -0.135948 3.730040 -6.522647
H: -2.786788 1.233130 -5.846197
H: -2.457868 2.883830 -5.563947
H: -1.604238 1.563850 -4.615707
C: -0.117498 7.135240 -0.748137
O: -0.523688 6.039110 0.102463
C: 0.432152 5.589030 1.014793
C: -0.074748 4.314760 1.794583
N: -1.145358 4.494420 2.795033
C: -2.458758 4.614980 2.251373
C: -3.490688 5.007140 3.362913
O: -3.462638 6.390270 3.676213
C: -4.142478 6.702940 4.886223
H: -1.014568 7.300520 -1.344847
H: 0.806622 6.814470 -1.228987
H: -0.007208 8.019710 -0.120727
H: 0.708832 6.359660 1.734293
H: 1.395122 5.409550 0.536693
H: 0.735712 3.805080 2.315613
H: -0.493118 3.601060 1.084873
H: -0.936118 5.401810 3.186123
H: -2.752228 3.662080 1.810963
H: -2.555868 5.314510 1.421113
H: -3.334788 4.403390 4.256943
H: -4.511948 4.783880 3.054233
H: -3.512678 6.465060 5.743463
H: -5.055868 6.120200 5.005463
H: -4.393038 7.742250 5.098713
C: -1.123438 -1.551160 -3.658707
O: -2.502258 -1.685700 -3.301147
C: -2.679808 -2.595930 -2.160907
C: -4.200158 -2.731110 -1.887837
N: -4.754228 -1.402860 -1.693337
C: -6.118168 -1.245670 -2.206167
C: -6.111638 -1.163410 -3.717717
O: -5.637668 0.089060 -4.194647
C: -5.747588 0.279780 -5.555547
H: -1.125118 -0.600350 -4.191687
H: -0.793578 -2.377410 -4.288467
H: -0.472418 -1.448980 -2.790487
H: -2.153868 -2.050660 -1.377227
H: -2.260048 -3.584740 -2.345757
H: -4.491838 -3.309250 -1.011037
H: -4.686788 -3.116740 -2.783697
H: -4.221658 -0.767870 -2.270607
H: -6.496128 -0.301980 -1.812867
H: -6.671698 -2.112980 -1.846327
H: -7.153718 -1.286920 -4.012537
H: -5.622088 -1.988960 -4.234357
H: -5.418738 1.229190 -5.978137
H: -6.789608 0.220360 -5.869817
H: -5.208958 -0.471460 -6.133147
C: 3.635182 1.966120 -1.843827
C: 3.714862 3.230860 -1.007457
C: 3.683222 2.894240 0.470293
O: 4.813312 4.039380 -1.297047
H: 4.539082 1.356990 -1.847067
H: 3.338162 2.211330 -2.863507
H: 2.754462 1.443400 -1.470747
H: 2.745082 3.682920 -1.215487
H: 3.311692 3.710220 1.090153
H: 4.729052 2.760060 0.746563
H: 3.027872 2.083780 0.789333
H: 4.693552 4.838250 -0.778337
C: -2.324718 1.862830 5.640183
C: -0.986338 1.526880 5.039473
C: -0.619458 0.034740 5.283323
O: -0.969758 1.809730 3.634093
H: -2.538678 2.931180 5.609303
H: -2.325318 1.717880 6.720503
H: -3.103848 1.255000 5.180183
H: -0.209548 2.199670 5.402853
H: -0.606928 -0.265490 6.331083
H: 0.367012 -0.206890 4.887603
H: -1.385068 -0.591060 4.824733
H: -1.208098 2.720900 3.448183
C: 5.219262 -1.118690 2.391143
C: 4.761052 0.245340 2.738133
C: 3.621822 0.119030 3.714483
O: 5.751082 0.967960 3.410483
H: 4.428932 -1.654700 1.865613
H: 5.548232 -1.690200 3.259043
H: 6.100222 -1.021540 1.756673
H: 4.495122 0.941540 1.942713
H: 2.804862 -0.328020 3.148053
H: 3.292552 1.073690 4.124713
H: 3.889832 -0.514090 4.560313
H: 6.511252 0.948410 2.824523
C: 1.300352 -1.267820 0.189393
C: 0.632672 -0.065770 0.844753
C: -0.315568 0.669220 -0.018307
O: -0.060628 -0.513650 1.972383
H: 2.009582 -1.748440 0.863273
H: 1.752852 -0.906310 -0.734007
H: 0.514152 -2.001820 0.012703
H: 1.292922 0.696540 1.258363
H: -1.124148 0.000430 -0.313307
H: 0.254712 1.025040 -0.876367
H: -0.802208 1.498110 0.495713
H: -0.469058 0.283500 2.317823
C: -4.689228 1.286320 0.567273
C: -4.065828 0.132260 1.351453
C: -4.186078 0.374840 2.818453
O: -4.831498 -0.983770 1.017683
H: -4.283438 2.271320 0.797963
H: -5.725728 1.314260 0.903403
H: -4.617748 1.059510 -0.496467
H: -3.009188 0.118330 1.084193
H: -3.762218 -0.377440 3.483663
H: -5.208438 0.543240 3.156863
H: -3.673268 1.297740 3.089313
H: -4.722318 -1.219450 0.093493

Cartesian forces (eV/Å) of the 6 atoms listed first:
0.059 -0.336 0.897
0.793 -0.219 -0.280
-1.074 -0.037 1.632
-0.592 -0.153 -0.775
0.581 -0.012 -0.159
-0.307 0.932 0.418